[1]
Below is a structure of composition C46H37N10PS2W, with properties calculated with the ωB97M-V functional and the def2-TZVPD basis.

Summary:
Orbital gap (alpha / beta) ... 5.04 / 5.13 eV
Charge ... +2
LUMO energy (alpha / beta) ... -5.9193 / -5.8773 eV
Highest occupied orbital energy (alpha / beta) ... -10.95 / -11.00 eV
2S+1 ... 1

Geometry as XYZ:
```
97
Properties=species:S:1:pos:R:3:forces:R:3:mulliken_charge:R:1
W -0.15542 -0.15373 -0.76762 -0.584 0.203 0.055 1.79
S 0.66364 -4.37990 -2.98951 0.089 0.045 0.024 -0.46
S -0.81631 -2.52339 -0.44378 0.116 -0.040 0.025 -0.51
P -0.97898 -3.78319 -2.10974 -0.064 -0.045 -0.078 1.64
N 2.47193 1.76578 2.03388 -0.017 0.007 -0.029 -0.10
N 0.86833 1.17308 0.64253 -0.115 -0.109 -0.068 -0.19
N 0.96348 -0.76234 -2.52895 -0.110 0.021 0.056 1.28
N -3.53441 0.04692 0.21427 0.118 -0.100 0.209 -0.41
N 0.32080 1.91325 -2.03787 0.133 -0.038 0.003 0.43
N -1.33313 -0.26932 1.10078 0.121 0.072 -0.281 0.46
N -1.09845 1.08629 -3.80384 0.093 -0.036 0.076 1.78
N 2.52254 -1.85201 -3.65066 -0.096 -0.114 0.028 0.08
N 1.92063 -1.16228 -0.07030 -0.040 -0.007 -0.022 -0.51
N -1.94585 0.34923 -1.61272 0.437 -0.006 0.205 0.94
C 0.70949 -0.62516 -3.87585 -0.046 0.023 -0.006 -0.56
C -3.21988 0.35462 -1.00156 -0.147 0.027 -0.001 -0.06
C -0.99811 3.93201 2.28588 -0.004 0.001 0.004 -1.03
C 0.65592 4.32643 -3.46735 -0.037 -0.016 -0.023 -0.86
C -0.26580 2.15560 -3.20757 -0.159 -0.067 -0.118 0.51
C -5.57927 1.57784 -4.21869 0.007 -0.023 0.021 -0.98
C -6.26205 1.32951 -3.01206 -0.028 -0.006 0.027 -1.02
C 0.39555 2.23747 1.41308 -0.007 0.019 -0.013 0.71
C -4.05686 -2.02853 -5.01423 -0.019 0.003 0.004 -0.63
C -1.90059 -5.15778 -1.37844 0.035 0.001 -0.034 0.50
C -2.14636 -2.99247 -3.24839 0.017 0.026 0.054 0.33
C -2.93954 -5.74811 -2.09391 0.003 0.022 0.024 -0.42
C -3.18517 -7.39973 -0.36564 -0.010 -0.007 0.009 -0.48
C 2.02588 -1.53845 -2.44392 0.085 -0.006 0.042 -0.06
C 1.32394 4.09778 -2.27777 0.027 -0.004 0.057 -1.22
C -5.58094 0.91911 -1.88658 -0.027 0.042 0.009 -0.19
C -2.17283 0.66661 -2.90868 0.100 -0.052 -0.226 -0.85
C -0.15343 3.31545 -3.94817 -0.007 0.086 -0.029 -1.43
C 0.59553 -0.73074 -6.62530 -0.007 -0.008 0.011 -0.89
C -4.33059 -2.06720 -3.65067 0.012 -0.023 0.018 -0.74
C -3.58112 -6.86658 -1.58248 -0.003 -0.011 -0.009 -0.79
C -4.19893 0.75997 -1.97903 0.062 0.025 0.013 -0.15
C 1.13122 2.90289 -1.61455 0.037 0.062 0.040 -0.29
C -1.19733 -0.97798 3.41239 0.077 0.027 -0.078 -1.13
C -1.49539 -5.70433 -0.16240 -0.007 0.001 -0.013 -0.20
C -3.52043 0.98776 -3.18449 0.037 0.006 0.049 0.56
C -2.59696 -0.96028 3.52925 -0.115 0.006 -0.019 -0.74
C -0.25427 0.11223 -4.53650 -0.050 0.053 -0.002 0.28
C -1.87214 -2.94956 -4.60891 -0.024 0.002 -0.017 -0.63
C 2.48667 -2.03473 -1.12018 -0.008 -0.034 -0.036 -1.37
C 1.61212 -1.42142 -5.99132 0.018 -0.005 -0.009 -0.96
C -2.68606 -0.27433 1.21129 -0.139 0.072 -0.182 -0.01
C -2.83002 -2.46070 -5.49126 0.035 -0.002 -0.010 -0.76
C 1.65142 -1.34522 -4.60569 0.005 0.045 -0.030 0.63
C 2.09365 0.93086 1.04859 0.055 0.028 0.047 0.43
C 1.24273 3.66603 3.19940 0.016 0.012 0.010 -1.12
C -3.32177 -0.60598 2.43495 -0.014 -0.033 0.108 -0.61
C -0.83249 2.89518 1.39257 -0.008 -0.001 -0.003 -0.31
C -3.37633 -2.53913 -2.76604 -0.029 -0.031 -0.046 -0.73
C -2.14113 -6.82000 0.34312 0.020 0.012 -0.002 -0.82
C -0.32068 0.05229 -5.90878 0.007 -0.012 -0.018 -0.75
C 0.02274 4.30926 3.17656 0.002 -0.006 -0.003 -0.65
C 1.40479 2.62258 2.29404 -0.003 -0.007 -0.017 0.55
C -0.63991 -0.63461 2.21984 0.032 -0.044 0.137 -0.24
C -4.21671 1.40721 -4.32725 -0.011 -0.001 0.010 -0.79
C 2.88522 -0.16093 0.41851 -0.008 0.006 0.010 -1.10
H 1.64901 2.73197 -0.68861 0.015 -0.001 0.015 0.28
H -4.38885 -7.32329 -2.13872 0.006 0.006 0.000 0.42
H -3.08156 -1.22496 4.45915 -0.001 0.005 -0.009 0.46
H -2.62767 -2.45221 -6.55529 0.007 0.002 0.007 0.49
H 0.51887 -0.76832 -7.70301 -0.002 -0.001 0.010 0.49
H 2.02547 3.95909 3.88609 -0.010 -0.003 -0.007 0.50
H -0.67486 -5.26143 0.38733 0.009 0.007 0.010 0.36
H 3.19274 -2.58772 -3.81135 0.036 -0.004 0.001 0.40
H -3.24924 -5.34249 -3.04827 -0.009 -0.009 0.001 0.36
H 0.77153 5.25233 -4.01393 0.004 -0.010 0.001 0.50
H -6.09058 0.72858 -0.95114 0.000 -0.006 -0.011 0.56
H -7.33381 1.46790 -2.97464 0.008 -0.004 -0.010 0.45
H -0.92458 -3.32990 -4.97183 -0.001 -0.002 -0.001 0.55
H 3.61920 -0.58273 1.10913 0.011 -0.014 -0.011 0.56
H 3.43023 0.23929 -0.44107 0.000 0.016 -0.013 0.40
H -6.14546 1.89695 -5.08417 0.005 0.007 0.006 0.47
H 3.57444 -2.10652 -1.06140 0.011 0.005 -0.002 0.60
H 0.43465 -0.64889 2.12504 0.014 -0.011 -0.009 0.21
H -4.81215 -1.67341 -5.70409 0.003 0.000 0.008 0.45
H -1.62745 1.55304 -4.54558 0.009 0.014 -0.035 0.68
H -1.07597 0.61353 -6.44914 0.006 -0.007 0.013 0.42
H -5.29190 -1.73385 -3.28155 -0.002 0.009 -0.001 0.57
H -0.56207 -1.25926 4.23989 0.004 0.004 -0.005 0.52
H -0.67346 3.41908 -4.89255 -0.001 -0.005 0.015 0.48
H 1.62429 -1.76495 0.69145 0.018 -0.036 0.044 0.37
H 2.06922 -3.04059 -1.01551 -0.010 -0.009 0.006 0.27
H -1.82659 -7.24233 1.28818 -0.002 0.003 -0.003 0.40
H 1.98819 4.83686 -1.85296 -0.002 -0.014 -0.001 0.54
H -3.59342 -2.58818 -1.70445 0.002 0.011 0.002 0.52
H 3.36269 1.75994 2.50400 0.009 -0.011 0.009 0.26
H -1.61934 2.59339 0.71236 0.000 0.001 0.003 0.41
H -0.15514 5.12574 3.86297 0.000 -0.007 -0.004 0.46
H -3.72890 1.56564 -5.28517 0.004 0.000 0.006 0.45
H 2.33808 -1.99098 -6.55532 -0.010 0.002 0.005 0.51
H -1.93721 4.46804 2.30971 0.007 -0.003 0.000 0.50
H -3.68730 -8.27231 0.03071 0.001 0.004 -0.003 0.40
H -4.40110 -0.57215 2.43955 0.005 0.000 -0.003 0.59
```
Forces are in eV/Å.



[2]
Below is a structure of composition C46H39BN6O3PPtSi in a non-equilibrium geometry, with properties calculated with the ωB97M-V functional and the def2-TZVPD basis.

Summary:
Orbital gap (alpha / beta) ... 7.03 / 6.96 eV
Charge ... +1
LUMO energy (alpha / beta) ... -3.6706 / -3.8217 eV
Highest occupied orbital energy (alpha / beta) ... -10.71 / -10.78 eV
2S+1 ... 1

Geometry as XYZ:
```
98
Properties=species:S:1:pos:R:3:forces:R:3:mulliken_charge:R:1
Pt 0.65310 -0.03898 0.13281 1.967 0.612 0.110 2.13
P -2.29634 -1.36050 0.04315 -2.313 -0.873 -1.131 1.16
Si 2.12606 -2.99977 -1.07745 0.570 -0.531 -0.215 -1.26
O -3.24128 2.16897 0.43304 0.028 0.012 -0.046 -0.55
O -2.14864 0.24316 -0.01902 1.064 0.006 0.916 -0.56
O 1.10242 -1.89814 -0.53465 -1.084 0.568 0.378 0.38
N 1.44913 0.75557 2.98522 0.115 0.005 -0.109 0.01
N 0.51974 1.97020 0.43167 -0.614 -0.289 -0.208 -0.20
N 1.31224 2.58045 1.32506 0.151 0.061 0.089 0.32
N 0.43488 0.05857 2.42558 -0.254 -0.210 -0.016 0.23
N 2.77229 0.40558 0.09544 -0.203 0.007 -0.278 0.20
N 3.26541 1.07126 1.16099 -0.154 0.026 0.069 0.37
C 1.34660 -4.71884 -1.02751 0.078 0.125 -0.007 0.86
C 2.21566 -1.42938 -3.47212 -0.065 0.044 0.075 -0.09
C -0.63177 -2.98443 1.57290 0.094 -0.160 -0.325 0.83
C -6.43117 -1.81032 -0.00451 -0.067 0.012 0.017 -0.70
C -2.91137 -2.74173 2.34545 -0.176 -0.096 0.027 -1.04
C -0.30197 -0.41467 3.42410 -0.033 -0.067 0.064 -0.45
C -0.34114 -3.75024 2.68546 -0.052 -0.077 0.112 -0.95
C -5.10347 -2.21061 -0.01606 0.046 -0.025 -0.030 -0.05
C 5.84427 -3.43466 1.74059 0.020 0.005 0.001 -0.57
C -2.29349 -3.53271 -3.34586 -0.028 0.056 -0.028 -0.80
C 6.02872 -2.94531 0.45701 0.039 -0.005 0.034 -0.74
C 3.76173 0.22772 -0.76887 0.069 0.068 0.054 -0.42
C -1.17770 -1.45866 -3.84918 -0.006 0.021 -0.031 -0.68
C 2.58840 -1.12606 -4.77394 0.018 0.011 -0.050 -0.98
C 0.29306 -7.32591 -1.00401 -0.004 0.009 -0.002 -0.85
C 3.81833 -3.18344 -4.88393 0.001 -0.001 -0.017 -0.77
C 4.57680 -3.82335 2.15352 -0.010 -0.028 -0.002 -0.70
C 1.35066 0.70324 4.32222 -0.058 -0.020 0.048 -0.29
C 2.63025 -2.60509 -2.84774 0.042 -0.033 0.088 1.03
C -1.93368 -2.52083 1.36205 0.588 1.078 0.428 1.28
C 3.38968 -2.00713 -5.48451 -0.006 -0.001 -0.010 -0.74
C -3.31943 1.00790 0.25449 -0.416 -0.059 -0.116 0.44
C 4.93647 0.78350 -0.26091 -0.025 0.008 0.050 -1.33
C 0.24033 -0.04468 4.65409 0.075 0.051 0.020 -1.43
C -1.95967 -1.89214 -1.62688 0.399 -0.027 0.171 1.41
C 3.44182 -3.47543 -3.58175 -0.036 0.017 -0.004 -0.40
C -4.48074 0.09798 0.18968 0.152 -0.125 0.079 -0.15
C 3.66355 -3.20047 -0.00939 -0.119 0.141 -0.040 1.00
C 1.09589 3.90112 1.27477 0.011 -0.023 -0.018 -0.18
C -0.54427 -6.23188 -0.84555 0.004 -0.058 -0.021 -0.84
C 1.65610 -7.12312 -1.17332 -0.010 -0.030 0.000 -0.86
C -2.44580 -3.13273 -2.03075 -0.006 -0.076 0.000 -0.43
C -5.80678 0.50790 0.22167 0.110 -0.024 0.029 -0.74
C 4.57123 1.31224 0.95905 0.021 -0.048 -0.014 -0.40
C 3.50739 -3.71788 1.27914 -0.052 0.032 0.059 -0.37
C 0.12707 4.15650 0.32348 0.002 -0.052 -0.018 -1.25
C -6.78327 -0.46722 0.12173 -0.011 -0.019 0.003 -0.62
C -4.11784 -1.23966 0.07921 -0.015 0.191 0.044 -0.10
C -0.01428 -4.95009 -0.86124 -0.142 0.143 -0.049 0.37
C -2.60956 -3.50983 3.45464 0.012 0.009 -0.031 -1.01
C -1.32462 -1.05242 -2.53304 -0.009 0.114 -0.060 -0.01
C -1.65820 -2.69507 -4.25448 0.004 -0.012 0.062 -0.75
C -0.20564 2.90223 -0.18086 0.008 0.048 -0.004 -0.14
C 4.94548 -2.82581 -0.40244 0.043 -0.010 -0.106 -0.35
C -1.32582 -4.01858 3.62409 0.017 0.026 -0.065 -0.91
C 2.17174 -5.83636 -1.17609 0.056 -0.055 0.043 -0.62
B 2.31210 1.74888 2.16964 -0.087 -0.202 -0.084 -0.31
H -0.12901 -0.27967 5.63580 -0.002 0.008 0.021 0.46
H 7.01702 -2.65410 0.12527 0.016 -0.003 -0.005 0.43
H 4.42890 -4.21814 3.15028 0.001 -0.023 0.017 0.45
H 3.59065 -0.26657 -1.70714 -0.012 -0.110 -0.052 0.65
H 6.68652 -3.52705 2.41368 0.009 0.008 0.011 0.41
H -2.92735 -3.79768 -1.32286 0.013 0.004 0.002 0.31
H -0.68027 -4.10272 -0.74797 0.160 -0.163 -0.018 0.13
H 4.44860 -3.87215 -5.43138 0.000 -0.007 -0.008 0.45
H 2.26190 -0.20082 -5.23248 -0.011 0.012 -0.013 0.49
H -1.19689 -0.98546 3.24201 0.072 -0.025 -0.036 0.68
H 5.90751 0.79793 -0.72105 0.023 -0.013 0.002 0.48
H 5.14442 1.84474 1.69832 0.007 0.015 0.011 0.51
H 2.52808 -4.06263 1.60025 0.026 0.031 -0.005 0.18
H 2.06903 1.21486 4.93919 0.006 0.016 0.013 0.49
H 1.65353 4.56530 1.91175 -0.002 0.007 0.032 0.45
H -0.27952 5.10810 0.03526 -0.012 0.020 0.003 0.44
H -4.85862 -3.26124 -0.09983 0.013 0.001 0.014 0.46
H -6.04963 1.55745 0.31647 -0.010 0.004 0.004 0.55
H 3.78704 -4.40034 -3.13455 0.009 -0.011 0.008 0.28
H -2.66881 -4.49640 -3.66037 0.016 -0.020 -0.003 0.45
H 3.24413 -5.70643 -1.27306 0.011 0.002 0.002 0.27
H -1.09144 -4.60613 4.50159 -0.005 -0.017 0.011 0.46
H -0.95302 -0.08205 -2.22264 -0.007 -0.034 0.003 0.33
H 3.68045 -1.77957 -6.50174 0.015 0.010 -0.001 0.40
H -0.92946 2.63078 -0.92818 0.003 -0.005 -0.037 0.54
H -1.60933 -6.37922 -0.71273 -0.034 -0.017 0.018 0.45
H -1.53506 -3.00923 -5.28173 0.003 -0.008 -0.013 0.43
H 0.66699 -4.11324 2.83151 -0.019 -0.018 -0.001 0.49
H 5.11088 -2.44837 -1.40534 -0.006 0.046 -0.018 0.43
H 2.92768 2.44539 2.91562 0.049 0.057 0.006 -0.12
H -3.37440 -3.69749 4.19526 -0.006 -0.002 0.010 0.46
H 0.14480 -2.74490 0.85242 -0.073 -0.010 0.121 -0.59
H 1.59092 -0.73121 -2.92135 0.004 -0.017 -0.008 0.50
H -3.90487 -2.33096 2.25531 -0.019 0.027 -0.022 0.53
H -0.68425 -0.80869 -4.55868 0.019 -0.018 0.006 0.46
H -7.82770 -0.18913 0.14421 -0.008 0.006 -0.028 0.43
H -0.10987 -8.33007 -0.99043 -0.008 -0.009 -0.009 0.40
H -7.20969 -2.55659 -0.09077 -0.002 0.000 0.010 0.47
H 2.31826 -7.96996 -1.29698 0.008 -0.016 0.015 0.46
```
Forces are in eV/Å.



Calculated ΔE to the lowest compared entry with this formula, charge and spin, 36.9, 53.4 kcal/mol (same order as the records).